No. 1
The following is a quantum chemistry calculation of C5H2O in the gas phase in a non-equilibrium geometry, from OMol25.

The geometry in XYZ format:
```
8
Properties=species:S:1:pos:R:3:forces:R:3:mulliken_charge:R:1
C -2.330635 -1.157198 -0.206054 0.7 0.5 0.1 -0.30
C -1.211448 -0.544580 -0.076854 1.3 -0.2 -0.4 0.09
C 0.210653 0.055879 -0.024755 -1.4 -1.2 -0.5 0.23
C -0.758096 0.754972 0.667695 -1.1 0.4 0.6 0.53
C 1.439419 -0.167404 -0.452278 0.1 0.1 0.1 -0.70
O -1.273230 1.563291 1.343846 0.4 0.4 0.1 -0.39
H 2.231130 0.523145 -0.201580 0.0 0.1 0.1 0.27
H 1.692206 -1.028104 -1.050020 -0.1 -0.1 -0.1 0.28
```
Forces are in eV/Å.

The lowest unoccupied orbital energy is -1.52 eV. The charge is 0. The calculation puts the HOMO energy at -10.2 eV. The calculation puts the largest force on an atom at 1.90 eV/A. The value obtained for the energy above the lowest of the compared OMol25 structures with the same formula, charge and spin is 2.4445 eV. The spin multiplicity is 1. The HOMO-LUMO gap is 8.7 eV.

No. 2
The following is a quantum chemistry calculation of a 11-piece molecular cluster, C5H31N2O11 overall in a non-equilibrium geometry, from OMol25.

The geometry in XYZ format:
```
49
Properties=species:S:1:pos:R:3:forces:R:3:lowdin_spin:R:1
O -3.344982 -2.233804 -2.747371 -0.1 -0.6 0.4 0.01
C -3.433308 -1.426460 -1.860554 0.3 1.3 -1.6 0.01
C -2.292111 -1.175838 -0.895830 1.7 0.4 -0.8 0.02
C -2.708140 -1.770424 0.415510 -2.0 -1.9 1.4 0.00
C -2.706604 -0.910407 1.636934 3.0 1.1 1.4 0.00
C -1.559636 -0.199955 1.879483 -1.9 -0.6 0.2 0.03
N -1.172771 0.546954 3.002793 0.5 -0.3 -1.4 0.01
N -1.114290 -1.937071 -1.438273 1.1 -1.0 -0.3 0.01
H -4.299398 -0.742890 -1.897225 0.0 -0.1 0.9 0.00
H -1.779202 -0.139022 -0.863674 -1.9 -1.1 0.0 0.02
H -2.183626 -2.763030 0.461147 0.0 0.9 0.7 0.00
H -3.753746 -2.179019 0.418267 0.5 0.5 -0.8 0.00
H -3.419532 -0.967530 2.462168 -0.2 -0.3 -0.6 0.00
H -0.875693 -0.189788 1.033320 0.5 0.4 0.5 0.02
H -1.766481 0.612397 3.811700 -0.5 0.0 -0.3 0.00
H -0.780891 1.425722 2.652975 0.1 0.1 0.5 0.01
H -0.195349 -1.564754 -1.083304 -0.2 0.2 -0.6 0.01
H -1.148961 -1.929695 -2.491425 0.2 0.5 0.8 0.01
H -0.956140 -2.913119 -1.149213 -1.0 0.2 0.0 0.01
H 2.126280 2.053912 3.991221 0.2 -0.4 0.2 0.01
H 3.571439 1.470573 3.737583 -0.2 -0.1 0.4 0.01
O 2.867326 2.019380 3.380929 0.2 0.4 -0.6 0.04
H 0.914621 2.094550 1.028848 -0.2 0.3 0.4 0.02
H 0.796698 3.373813 1.800532 -0.1 0.0 0.2 0.02
O 0.230011 2.663126 1.470202 0.0 -0.1 -0.3 0.05
H 3.020735 2.344893 0.077265 -0.8 0.4 -0.5 0.06
H 3.164624 1.244364 0.950646 -0.7 -0.6 0.5 0.04
O 2.425562 1.691151 0.497664 1.6 -0.1 -0.5 0.12
H -0.501449 -0.069625 -3.932883 -0.2 -0.1 0.6 0.01
H -1.995876 -0.033575 -3.906082 -0.1 -0.2 0.0 0.01
O -1.268046 -0.631761 -3.698184 0.1 0.4 -1.0 0.02
H 1.279256 -0.393781 5.494658 -0.2 0.1 -0.1 0.00
H 0.462560 -0.085243 4.161647 0.4 -0.4 0.4 0.00
O 1.216805 -0.584252 4.554724 -0.2 0.2 -0.4 0.02
H 2.665392 0.644399 -3.620660 -0.8 -0.6 0.1 0.02
H 3.990343 0.649763 -3.220011 0.6 -0.6 0.9 0.03
O 3.204740 0.112342 -3.005947 0.1 1.2 -1.1 0.06
H 1.177033 1.035994 -2.551914 -0.2 -0.3 0.0 0.02
H 0.297477 2.223901 -2.457502 -0.4 -0.2 -0.6 0.01
O 0.325369 1.337791 -2.909213 0.8 0.2 0.5 0.05
H 2.658640 -0.806492 2.604053 -0.4 -0.3 0.5 0.01
H 2.491961 -2.380173 2.691744 -0.2 0.4 0.4 0.01
O 2.916764 -1.654157 2.225902 0.4 -0.2 -1.0 0.04
H 0.407382 3.687774 -0.870673 -0.3 0.3 0.2 0.02
H -0.152385 4.471202 -2.143251 -0.1 0.2 0.3 0.01
O 0.346080 3.710742 -1.834213 0.3 -0.1 -0.1 0.05
H 1.933109 -1.834852 0.021739 0.2 0.1 -0.2 0.01
H 2.066678 -1.633709 -1.530291 0.2 0.2 0.2 0.02
O 1.524867 -2.041199 -0.838646 -0.2 -0.1 0.2 0.04
```
Forces are in eV/Å.

As for the expectation value of S²: 0.75. The lowest unoccupied orbital energy (spin up / spin down) is 0.27 / 0.22 eV. The charge is 0. The calculation puts the HOMO energy (spin up / spin down) at -2.3 / -8.8 eV. The calculation puts the largest force on an atom at 3.48 eV/A. The value obtained for the energy above the lowest of the compared OMol25 structures with the same formula, charge and spin is 1.7622 eV. The spin multiplicity is 2. The HOMO-LUMO gap (spin up / spin down) is 2.5 / 9.1 eV.

No. 3
The following is a quantum chemistry calculation of a 11-piece molecular cluster, C5H31N2O11 overall in a non-equilibrium geometry, from OMol25.

The geometry in XYZ format:
```
49
Properties=species:S:1:pos:R:3:forces:R:3:mulliken_charge:R:1
O 0.185769 3.158485 -0.034527 -0.1 0.1 0.4 -0.52
C -0.291559 2.182809 0.503157 1.9 1.9 -0.9 -0.24
C 0.075332 0.853945 -0.113837 0.9 -1.8 -0.1 1.32
C 0.315221 -0.177597 1.043480 -1.9 1.0 -0.3 0.03
C -0.940642 -1.000085 1.093198 -0.8 -2.3 2.0 0.46
C -1.584466 -1.141604 2.263920 -0.5 1.3 1.2 -0.78
N -1.254849 -1.786748 0.012464 2.2 1.1 -0.7 -0.18
N 1.290408 0.856865 -1.029283 0.6 2.4 1.2 0.16
H -0.831557 2.345950 1.441021 -0.2 -1.0 -0.2 0.56
H -0.697734 0.560104 -0.827517 -0.4 -0.2 0.6 -0.92
H 1.212799 -0.801814 1.024594 -0.1 0.3 -0.4 0.16
H 0.280140 0.435753 1.960506 0.4 -0.5 -0.2 -0.38
H -1.366274 -0.477554 3.120623 0.3 -0.9 -1.3 -0.08
H -2.485345 -1.707273 2.472761 0.1 -0.4 -0.7 0.28
H -1.859343 -2.575210 -0.009813 -0.4 0.1 0.2 0.19
H -0.717446 -1.538427 -0.800796 -0.5 -0.6 -0.4 0.05
H 1.056654 0.520541 -1.967101 0.4 -0.4 -0.1 0.26
H 2.123680 0.486884 -0.525104 -0.2 -1.1 -0.5 0.36
H 1.637272 1.826693 -1.166099 -1.0 0.0 -0.2 0.42
H 2.013193 3.179619 3.401612 0.2 0.1 -0.2 0.31
H 2.038312 1.719322 2.819891 0.3 0.2 -0.1 0.30
O 1.643745 2.299623 3.474545 -0.6 -0.4 0.3 -0.61
H 2.251135 -2.894304 -0.593256 0.2 0.4 0.8 0.43
H 3.547587 -3.504572 -0.630653 0.7 0.2 0.4 0.28
O 3.116456 -2.802943 -0.124272 -0.4 -0.2 -0.9 -0.67
H 0.240349 -4.026991 -1.584954 -0.1 -0.3 0.0 0.30
H 1.492166 -4.913496 -1.231032 -0.4 -0.2 0.0 0.28
O 1.176002 -4.017966 -1.374102 0.0 0.3 -0.3 -0.64
H 2.047420 -1.153781 -3.653315 0.0 0.0 -0.1 0.30
H 0.757235 -1.006023 -4.446056 -0.2 0.2 0.1 0.29
O 1.289468 -0.571035 -3.771396 0.2 -0.1 0.3 -0.64
H -1.298117 0.399077 4.536989 0.3 0.1 0.6 0.33
H -0.175804 1.467525 4.276709 0.0 0.0 0.1 0.27
O -1.074201 1.192056 4.051678 -0.1 0.7 -0.1 -0.60
H -3.580863 0.002499 -0.036867 1.0 -0.1 0.1 0.28
H -4.505783 -0.711126 -0.813139 0.0 -0.6 -0.7 0.27
O -3.539518 -0.692061 -0.718961 -1.6 1.0 0.5 -0.51
H -1.949792 0.326387 -2.507138 0.0 -0.2 0.2 0.24
H -2.698030 -0.286342 -3.616166 0.0 -0.3 -0.2 0.30
O -1.794414 -0.215484 -3.290147 -0.1 0.4 0.1 -0.55
H -2.746884 1.453996 2.236159 0.3 -1.3 1.6 0.26
H -3.451913 2.759898 1.903715 -0.1 0.0 0.1 0.27
O -2.858007 2.086215 1.563396 -0.7 1.1 -1.7 -0.60
H 3.787155 -0.963547 0.334556 -0.5 -0.4 0.0 0.29
H 4.372489 0.417385 0.170745 -0.1 0.2 0.1 0.28
O 3.544751 -0.023978 0.400288 0.5 0.2 -0.2 -0.61
H -0.629894 2.542764 -3.117417 -0.1 -0.4 0.4 0.26
H 0.597003 3.241637 -3.409803 0.6 0.1 0.3 0.26
O 0.240712 2.673948 -2.713237 -0.6 0.3 -1.2 -0.51
```
Forces are in eV/Å.

The lowest unoccupied orbital energy is -2.44 eV. The charge is +1. The calculation puts the HOMO energy at -10.6 eV. The calculation puts the largest force on an atom at 3.11 eV/A. The value obtained for the energy above the lowest of the compared OMol25 structures with the same formula, charge and spin is 2.2008 eV. The spin multiplicity is 1. The HOMO-LUMO gap is 8.1 eV.

No. 4
The following is a quantum chemistry calculation of a 11-piece molecular cluster, C5H31N2O11 overall in a non-equilibrium geometry, from OMol25.

The geometry in XYZ format:
```
49
Properties=species:S:1:pos:R:3:forces:R:3:mulliken_charge:R:1
O -0.417537 1.154937 0.090796 -0.1 0.0 -1.0 -0.09
C -0.691110 1.606444 -1.013199 1.5 2.1 0.9 -0.57
C -1.393847 0.843210 -2.074917 -1.4 2.6 -1.7 0.56
C -1.060770 -0.571506 -1.949832 -0.4 -2.9 1.7 -0.73
C -1.741577 -1.223131 -0.735167 0.9 -0.4 -0.8 0.69
C -3.061092 -1.352842 -0.648036 1.8 -1.6 3.8 -1.27
N -0.733689 -1.802718 0.330386 -2.3 3.0 1.4 0.10
N -2.791508 1.372085 -1.988670 0.7 -1.3 -3.2 -0.77
H -0.361249 2.690842 -1.221248 -0.7 -1.3 0.0 0.21
H -1.161553 1.207351 -3.120695 0.7 -0.4 1.3 0.38
H -1.249243 -1.141342 -2.840750 -0.7 -0.1 -0.5 0.61
H 0.001282 -0.726181 -1.880430 0.4 0.4 0.3 -0.03
H -3.512184 -1.726980 0.300243 0.4 0.2 -0.8 0.22
H -3.752489 -1.198553 -1.393416 -1.0 0.8 -1.7 0.41
H -0.570613 -2.777765 0.211508 -0.4 -1.3 0.2 0.44
H -1.033564 -1.536636 1.380562 0.8 -0.6 -3.0 0.20
H 0.225563 -1.441858 0.242338 -0.3 0.4 -0.2 0.23
H -3.163854 1.437027 -1.108786 -0.9 -0.2 2.8 0.27
H -3.435314 0.807591 -2.578490 0.7 0.8 0.5 0.26
H 1.881014 4.147469 -1.585855 -2.3 4.3 -3.1 0.24
H 2.885781 3.183445 -1.564997 -0.5 -0.2 0.9 0.32
O 2.155420 3.540763 -1.006400 2.7 -3.7 1.9 -0.60
H 2.781777 -0.288291 2.573095 0.5 -0.3 -1.1 0.28
H 2.382080 0.676441 3.589176 0.2 3.1 0.9 0.29
O 2.336648 -0.214637 3.400931 -0.6 -2.7 0.3 -0.60
H -1.423887 3.213691 3.016272 0.1 0.1 0.1 0.29
H -0.331282 2.712324 2.035217 -0.3 -0.1 0.0 0.27
O -1.016329 2.422200 2.653962 0.1 -0.2 -0.1 -0.63
H 2.563401 -2.479391 -1.038938 -1.1 0.1 1.3 0.38
H 2.594976 -3.110937 0.404076 -2.2 1.5 -1.7 0.27
O 1.955083 -2.588821 -0.233616 3.0 -1.6 0.6 -0.63
H -3.930293 1.143762 2.205196 -0.5 -0.5 -0.6 0.25
H -2.559532 1.020163 1.968065 2.8 0.7 0.5 0.30
O -3.332407 0.724465 1.560621 -2.3 -0.1 0.0 -0.52
H 0.241889 -3.448678 3.447210 -0.9 0.8 -2.2 0.33
H -0.709593 -2.345951 2.804880 1.2 -1.2 0.3 0.40
O -0.097224 -3.093807 2.550771 -0.1 -0.2 2.5 -0.65
H 1.322506 -0.508135 -4.465752 -0.3 1.0 -0.4 0.23
H 1.556521 -1.550826 -3.578794 0.4 -1.0 1.0 0.27
O 1.159751 -0.688392 -3.536796 0.0 0.1 -1.3 -0.53
H 0.235418 -0.485969 3.664392 0.5 0.1 -0.2 0.28
H -0.743724 0.449256 2.935929 -0.1 1.3 0.0 0.18
O -0.528665 -0.457675 3.083610 -0.5 -1.3 -0.1 -0.49
H 3.040405 -0.529303 -1.169718 0.2 -1.0 -1.5 0.36
H 4.229362 -0.746419 -2.089573 -1.7 -1.1 -0.1 0.29
O 3.294256 -1.112342 -1.963880 2.1 2.3 1.7 -0.67
H 3.248511 2.132528 0.172939 0.1 1.6 0.2 0.26
H 1.884670 1.359266 0.048058 -0.7 0.8 0.0 0.37
O 2.827837 1.303839 0.117740 0.7 -3.0 0.2 -0.65
```
Forces are in eV/Å.

The lowest unoccupied orbital energy is -2.36 eV. The charge is +1. The calculation puts the HOMO energy at -12.4 eV. The calculation puts the largest force on an atom at 5.86 eV/A. The value obtained for the energy above the lowest of the compared OMol25 structures with the same formula, charge and spin is 3.1420 eV. The spin multiplicity is 1. The HOMO-LUMO gap is 10.0 eV.